A molecular structure, C36H42AsBiN2O6S7. Source: OMol25; level of theory: ωB97M-V with the def2-TZVPD basis set.

Output
- Frontier orbital gap: 4.9 eV
- ΔE to the lowest compared entry with this formula, charge and spin: 0.319 eV

```
! RIJCOSX wB97M-V def2-TZVPD def2/J DEFGRID3
* xyz -2 1
Bi 1.0127 -1.7348 -0.4507
O 2.8496 -1.9675 4.3076
C 3.3402 -0.7133 4.3706
C 3.7407 -0.2183 5.6116
C 4.2074 1.0814 5.7271
C 4.2850 1.9032 4.6070
C 3.9139 1.3981 3.3678
C 3.4517 0.0939 3.2257
C 3.0645 -0.4740 1.8864
O 2.2360 -1.4630 1.9106
N 3.6325 0.1016 0.8561
N 3.3042 -0.5014 -0.3519
C 3.7772 0.0827 -1.3834
C 3.5912 -0.3678 -2.7596
C 4.2310 0.3665 -3.7692
C 4.1013 0.0554 -5.1081
C 3.2963 -1.0412 -5.4615
C 2.6676 -1.7956 -4.4981
C 2.7946 -1.4969 -3.1159
O 2.2121 -2.2818 -2.2661
H 2.4822 -2.0588 3.3829
H 3.6721 -0.8724 6.4731
H 4.4973 1.4596 6.7007
H 4.6386 2.9234 4.6981
H 3.9875 2.0018 2.4721
H 4.3711 0.9889 -1.2320
H 4.8474 1.2117 -3.4700
H 4.6143 0.6385 -5.8634
H 3.1633 -1.2944 -6.5089
H 2.0392 -2.6448 -4.7490
O -1.2385 -1.5008 1.2099
S -2.1884 -2.6617 1.4048
C -3.5348 -2.0280 2.5286
C -3.0641 -0.8143 3.3206
C -3.1998 0.4747 2.5069
C -2.3227 1.6313 2.9931
S -1.4365 2.4837 1.6631
O -0.6159 1.4803 0.9231
C -2.8762 2.8340 0.6649
C -3.5740 4.0017 0.9525
C -4.6779 4.3746 0.2096
C -5.0726 3.5633 -0.8538
C -4.3706 2.4160 -1.1664
C -3.2470 2.0327 -0.4241
C -1.4389 -3.6512 2.7073
C -1.9668 -4.9064 2.9835
C -1.3862 -5.6727 3.9832
C -0.2845 -5.1875 4.6827
C 0.2462 -3.9395 4.3792
C -0.3297 -3.1649 3.3768
H -3.7884 -2.8698 3.1693
H -4.3922 -1.7878 1.8920
H -2.0183 -0.9685 3.5996
H -3.6382 -0.7281 4.2473
H -4.2481 0.7826 2.5078
H -2.9354 0.2365 1.4824
H -1.5323 1.2921 3.6681
H -2.8825 2.4293 3.4915
H -3.2353 4.6201 1.7808
H -5.2147 5.2866 0.4400
H -5.9332 3.8363 -1.4527
H -4.6517 1.7856 -2.0040
H -1.7389 0.8344 -0.3753
H -2.7837 -5.2925 2.3815
H -1.7729 -6.6637 4.1943
H 0.1805 -5.7979 5.4496
H 1.1265 -3.5740 4.8967
H 0.1005 -2.2124 3.0817
S -1.9120 -5.6615 -0.6592
As -0.2624 -4.6137 -1.5141
S 1.2464 -4.1405 0.1242
S -0.8988 -2.5545 -2.0838
S 0.6124 -5.7014 -3.0924
C -1.5188 0.9965 -6.5497
C -0.4639 0.7608 -5.4667
C -1.0107 1.0570 -4.0768
S 0.2271 0.9199 -2.7726
O -2.6146 0.9228 -0.8166
C 1.2448 2.4041 -3.0267
C 1.1039 3.4105 -1.8853
C -0.2088 4.1864 -1.9542
H -1.1216 0.7885 -7.5460
H -1.8691 2.0334 -6.5342
H -2.3862 0.3482 -6.3913
H 0.4116 1.3851 -5.6600
H -0.1239 -0.2760 -5.4886
H -1.7582 0.3090 -3.7971
H -1.4799 2.0453 -4.0324
H 0.9541 2.8526 -3.9815
H 2.2706 2.0553 -3.1176
H 1.9503 4.1068 -1.9166
H 1.1633 2.8688 -0.9373
H -0.2607 4.7786 -2.8757
H -0.3243 4.8676 -1.1052
H -1.0560 3.4953 -1.9479
*
```

Results of the Löwdin charge analysis, in e, for atoms 1 through 6: number 1, Bi, carries 1.275; number 2, O, carries 0.026; number 3, C, carries -0.270; number 4, C, carries -0.035; number 5, C, carries -0.122; number 6, C, carries -0.122